ORCA calculation (wB97M-V/def2-TZVPD) on a structure of composition C56H152O54Tl in a non-equilibrium geometry.

Each line ends with the Löwdin charge.
Atoms and positions in Å:
Tl (-1.669, -5.462, -0.558)  1.173
C (0.833, -0.834, -0.919)  0.195
C (0.843, 0.374, -0.068)  -0.162
C (-0.335, 0.546, 1.001)  -0.212
O (-0.518, 1.570, 1.646)  0.080
C (-1.323, -0.523, 1.027)  0.181
C (-1.231, -1.590, 0.178)  -0.267
C (-0.169, -1.714, -0.853)  -0.234
O (-0.049, -2.785, -1.682)  0.077
O (-2.114, -2.527, 0.438)  0.059
O (1.703, 1.250, -0.128)  0.076
H (1.673, -1.034, -1.568)  0.141
H (-2.194, -0.430, 1.660)  0.147
C (-5.573, -1.339, 0.939)  -0.240
C (-5.423, 0.029, 0.394)  -0.193
O (-6.370, 0.334, -0.686)  -0.059
O (-6.943, -1.591, 1.351)  -0.055
H (-4.911, -1.481, 1.794)  0.119
H (-5.268, -2.169, 0.301)  0.105
H (-4.362, 0.159, 0.182)  0.114
H (-5.598, 0.616, 1.296)  0.121
H (-7.243, -0.040, -0.548)  0.103
H (-7.206, -0.904, 1.968)  0.092
C (1.613, -7.561, -0.928)  -0.152
C (0.663, -8.331, -1.861)  -0.222
O (-0.720, -7.953, -1.740)  -0.163
O (1.335, -6.167, -1.315)  -0.137
H (2.653, -7.781, -1.168)  0.125
H (1.451, -7.699, 0.141)  0.104
H (0.779, -9.413, -1.805)  0.117
H (0.890, -8.230, -2.922)  0.114
H (-1.220, -8.662, -2.150)  0.094
H (1.929, -5.929, -2.031)  0.078
C (4.052, 6.250, 0.296)  -0.243
C (4.831, 6.671, 1.497)  -0.253
O (5.307, 7.981, 1.387)  -0.049
O (4.881, 6.316, -0.868)  -0.074
H (3.196, 6.868, 0.026)  0.117
H (3.597, 5.260, 0.338)  0.081
H (5.753, 6.102, 1.618)  0.128
H (4.291, 6.529, 2.433)  0.115
H (5.917, 8.032, 0.648)  0.086
H (4.303, 6.170, -1.621)  0.035
C (-1.616, -4.462, -4.394)  -0.206
C (-3.134, -4.115, -4.067)  -0.201
O (-3.258, -3.727, -2.738)  -0.118
O (-1.088, -5.515, -3.635)  -0.127
H (-0.998, -3.602, -4.135)  0.091
H (-1.444, -4.741, -5.433)  0.119
H (-3.805, -4.964, -4.200)  0.125
H (-3.431, -3.278, -4.699)  0.106
H (-3.973, -3.089, -2.673)  0.026
H (-0.605, -6.082, -4.241)  0.088
C (0.732, 1.078, -4.482)  -0.254
C (0.898, 2.561, -4.831)  -0.174
O (1.962, 3.064, -4.022)  -0.073
O (1.804, 0.377, -5.049)  -0.049
H (-0.204, 0.678, -4.873)  0.105
H (0.529, 0.958, -3.418)  0.101
H (-0.033, 3.027, -4.508)  0.109
H (0.930, 2.813, -5.891)  0.134
H (2.168, 2.292, -3.490)  0.033
H (1.804, -0.546, -4.783)  0.018
C (0.012, 3.758, -1.037)  -0.190
C (0.568, 4.472, 0.227)  -0.176
O (-0.350, 4.333, 1.319)  -0.086
O (-0.986, 4.493, -1.798)  -0.071
H (-0.365, 2.773, -0.764)  0.079
H (0.862, 3.628, -1.707)  0.098
H (0.726, 5.539, 0.074)  0.125
H (1.475, 3.998, 0.603)  0.092
H (-0.565, 3.404, 1.430)  0.016
H (-1.853, 4.579, -1.395)  0.038
C (-1.211, -1.514, -6.869)  -0.278
C (-1.377, -2.352, -8.157)  -0.176
O (-2.270, -3.457, -7.828)  -0.097
O (-2.305, -0.734, -6.549)  -0.045
H (-0.461, -0.764, -7.120)  0.109
H (-0.743, -2.025, -6.028)  0.097
H (-0.452, -2.809, -8.510)  0.113
H (-1.802, -1.849, -9.025)  0.118
H (-3.094, -3.035, -7.574)  0.068
H (-2.557, -0.891, -5.636)  0.027
C (2.106, -3.124, -4.282)  -0.163
C (2.270, -3.275, -5.861)  -0.198
O (2.985, -2.180, -6.391)  -0.033
O (1.243, -1.985, -4.093)  -0.097
H (3.052, -3.085, -3.742)  0.105
H (1.576, -4.017, -3.949)  0.102
H (1.257, -3.308, -6.261)  0.101
H (2.584, -4.313, -5.977)  0.121
H (2.490, -1.358, -6.416)  0.069
H (1.135, -1.971, -3.139)  0.028
C (-7.039, -2.861, -1.927)  -0.201
C (-6.249, -2.102, -2.981)  -0.206
O (-5.096, -1.772, -2.344)  -0.105
O (-6.391, -4.076, -1.672)  -0.046
H (-8.062, -3.048, -2.254)  0.136
H (-7.010, -2.253, -1.022)  0.093
H (-6.740, -1.173, -3.274)  0.143
H (-5.901, -2.720, -3.809)  0.140
H (-5.324, -0.974, -1.862)  0.069
H (-6.986, -4.588, -1.120)  0.111
C (1.343, -5.106, 1.774)  -0.239
C (0.391, -5.923, 2.668)  -0.209
O (-0.287, -6.757, 1.762)  -0.138
O (0.756, -4.293, 0.793)  -0.121
H (2.046, -5.830, 1.362)  0.115
H (1.952, -4.545, 2.483)  0.108
H (-0.375, -5.339, 3.178)  0.101
H (0.990, -6.377, 3.458)  0.129
H (-0.639, -7.537, 2.197)  0.103
H (1.421, -3.639, 0.565)  0.031
C (6.500, -0.792, -4.833)  -0.223
C (6.132, -1.741, -3.679)  -0.286
O (7.220, -2.165, -2.972)  -0.033
O (7.256, 0.226, -4.228)  -0.068
H (5.660, -0.294, -5.317)  0.118
H (7.066, -1.339, -5.588)  0.119
H (5.557, -2.637, -3.914)  0.115
H (5.439, -1.160, -3.070)  0.095
H (7.564, -1.397, -2.509)  0.067
H (7.393, 0.934, -4.862)  0.094
C (-1.128, 1.962, 7.085)  -0.178
C (-1.400, 2.210, 5.532)  -0.184
O (-0.626, 1.492, 4.596)  -0.090
O (0.265, 2.151, 7.356)  -0.057
H (-1.341, 0.925, 7.345)  0.093
H (-1.821, 2.555, 7.680)  0.120
H (-1.477, 3.275, 5.315)  0.109
H (-2.425, 1.892, 5.343)  0.106
H (-0.884, 1.642, 3.684)  0.054
H (0.511, 1.632, 8.124)  0.088
C (3.248, 3.938, 3.289)  -0.193
C (2.030, 3.012, 3.494)  -0.225
O (2.013, 2.198, 4.665)  -0.077
O (4.484, 3.200, 3.062)  -0.059
H (3.399, 4.571, 4.163)  0.125
H (2.879, 4.618, 2.520)  0.089
H (1.946, 2.323, 2.654)  0.091
H (1.176, 3.679, 3.617)  0.101
H (1.115, 1.936, 4.878)  0.016
H (4.409, 2.859, 2.168)  0.017
C (-0.848, -2.184, 5.995)  -0.161
C (-1.158, -1.606, 4.614)  -0.200
O (-1.128, -2.694, 3.663)  -0.061
O (-1.980, -2.715, 6.675)  -0.072
H (-0.434, -1.372, 6.592)  0.126
H (-0.037, -2.881, 5.784)  0.138
H (-0.343, -0.895, 4.474)  0.079
H (-1.991, -0.935, 4.403)  0.124
H (-1.578, -2.440, 2.854)  0.046
H (-1.680, -3.391, 7.286)  0.132
C (3.687, -0.746, 3.036)  -0.173
C (2.261, -0.890, 3.656)  -0.162
O (1.804, -2.256, 3.353)  -0.084
O (3.622, -0.550, 1.632)  -0.080
H (4.375, -1.542, 3.321)  0.134
H (4.130, 0.112, 3.544)  0.125
H (1.560, -0.130, 3.311)  0.090
H (2.173, -0.820, 4.741)  0.121
H (0.850, -2.217, 3.254)  0.025
H (3.389, 0.375, 1.528)  0.063
C (-2.426, 1.100, -2.821)  -0.166
C (-2.300, -0.440, -3.051)  -0.231
O (-3.192, -0.831, -4.000)  -0.059
O (-3.721, 1.414, -2.261)  -0.076
H (-2.288, 1.725, -3.703)  0.132
H (-1.685, 1.420, -2.088)  0.092
H (-2.539, -0.964, -2.126)  0.109
H (-1.298, -0.688, -3.400)  0.107
H (-4.067, -0.770, -3.609)  0.080
H (-3.735, 2.359, -2.096)  0.022
C (4.599, 1.535, -1.626)  -0.224
C (4.642, 2.649, -0.557)  -0.161
O (3.965, 2.178, 0.569)  -0.096
O (3.411, 1.280, -2.289)  -0.054
H (4.937, 0.611, -1.158)  0.098
H (5.300, 1.703, -2.443)  0.129
H (4.251, 3.575, -0.979)  0.115
H (5.649, 2.742, -0.153)  0.123
H (3.069, 1.925, 0.334)  0.014
H (2.772, 1.200, -1.577)  0.029
C (-5.812, 3.747, -1.250)  -0.222
C (-4.599, 4.636, -0.986)  -0.153
O (-3.447, 3.806, -1.122)  -0.108
O (-6.161, 3.173, -0.038)  -0.053
H (-5.574, 3.066, -2.067)  0.121
H (-6.679, 4.305, -1.604)  0.128
H (-4.564, 5.169, -0.036)  0.129
H (-4.488, 5.379, -1.776)  0.132
H (-3.382, 3.318, -0.298)  0.069
H (-6.398, 2.293, -0.339)  0.057
C (-0.613, 6.516, 4.065)  -0.234
C (0.267, 7.318, 5.076)  -0.235
O (1.158, 6.488, 5.769)  -0.057
O (-1.939, 6.250, 4.483)  -0.077
H (-0.097, 5.591, 3.810)  0.092
H (-0.621, 7.066, 3.125)  0.110
H (-0.354, 7.897, 5.759)  0.116
H (0.849, 8.017, 4.476)  0.117
H (0.659, 5.932, 6.372)  0.088
H (-2.428, 7.070, 4.584)  0.087
C (1.923, 7.141, -4.229)  -0.222
C (1.774, 6.280, -2.961)  -0.245
O (2.922, 5.506, -2.814)  -0.076
O (1.945, 6.329, -5.395)  -0.060
H (2.830, 7.745, -4.191)  0.122
H (1.047, 7.785, -4.302)  0.119
H (0.870, 5.673, -2.972)  0.105
H (1.621, 6.983, -2.143)  0.117
H (2.699, 4.715, -3.309)  0.049
H (2.823, 5.944, -5.427)  0.081
C (-3.412, 3.598, 2.560)  -0.212
C (-4.686, 3.629, 3.384)  -0.223
O (-5.856, 3.842, 2.587)  -0.054
O (-3.288, 2.532, 1.629)  -0.073
H (-2.517, 3.659, 3.181)  0.106
H (-3.489, 4.494, 1.945)  0.122
H (-4.613, 4.380, 4.171)  0.124
H (-4.800, 2.706, 3.954)  0.106
H (-5.656, 3.384, 1.767)  0.019
H (-2.630, 1.879, 1.879)  0.041
C (5.353, -2.735, 0.121)  -0.258
C (3.995, -2.769, -0.588)  -0.168
O (3.007, -2.816, 0.437)  -0.102
O (5.549, -4.009, 0.568)  -0.015
H (5.511, -1.994, 0.904)  0.106
H (6.043, -2.428, -0.665)  0.113
H (3.888, -3.597, -1.288)  0.135
H (3.789, -1.780, -0.999)  0.100
H (3.108, -2.063, 1.025)  0.035
H (4.692, -4.246, 0.930)  0.080
C (8.460, -0.541, 0.943)  -0.231
C (7.205, 0.406, 1.117)  -0.229
O (7.613, 1.743, 1.240)  -0.048
O (8.827, -0.579, -0.391)  -0.056
H (8.256, -1.580, 1.204)  0.117
H (9.291, -0.160, 1.537)  0.121
H (6.621, 0.099, 1.985)  0.113
H (6.591, 0.324, 0.221)  0.094
H (7.794, 2.091, 0.364)  0.080
H (8.880, 0.346, -0.643)  0.083
C (-5.247, -1.843, 5.635)  -0.224
C (-4.925, -1.417, 7.117)  -0.205
O (-3.642, -0.788, 7.146)  -0.089
O (-4.469, -2.980, 5.395)  -0.086
H (-4.878, -1.049, 4.985)  0.099
H (-6.294, -2.101, 5.475)  0.118
H (-5.105, -2.220, 7.832)  0.121
H (-5.585, -0.607, 7.429)  0.112
H (-2.951, -1.450, 7.076)  0.005
H (-3.597, -2.863, 5.780)  0.029
C (-5.014, -5.118, 1.359)  -0.192
C (-3.969, -4.890, 2.496)  -0.239
O (-2.883, -5.662, 2.158)  -0.129
O (-4.438, -4.889, 0.079)  -0.184
H (-5.881, -4.462, 1.434)  0.117
H (-5.271, -6.177, 1.364)  0.123
H (-4.467, -5.183, 3.421)  0.125
H (-3.650, -3.859, 2.650)  0.098
H (-2.570, -6.129, 2.935)  0.094
H (-5.140, -4.577, -0.497)  0.023

The LUMO energy comes out at -0.31133 hartree. Its total charge is +1. Its spin multiplicity is 1.